Density functional theory data (ωB97M-V/def2-TZVPD) for a structure of composition C5H8N2O2.

Properties
Gap between HOMO and LUMO (alpha / beta)   6.7 / 6.7 eV

Last column: Löwdin charge in e.
CARTESIAN COORDINATES (ANGSTROEM)
N: -0.524 -0.855 1.326  -0.051
C: -1.526 -0.269 0.749  -0.308
C: -0.225 0.501 -0.677  -0.417
N: -0.659 0.249 -1.976  0.101
C: 0.753 -0.648 -0.125  -0.229
C: -0.168 1.781 -0.194  0.113
C: 2.087 -0.421 0.035  -0.030
O: -0.820 -1.814 2.325  -0.008
O: -2.682 -0.065 0.720  0.191
H: -0.698 -1.353 3.168  0.102
H: -0.764 1.066 -2.563  0.095
H: -0.148 -0.477 -2.458  0.095
H: 0.486 -1.618 -0.538  0.113
H: 0.081 1.969 0.840  0.083
H: -0.469 2.630 -0.799  0.078
H: 2.483 0.555 0.279  0.038
H: 2.790 -1.229 -0.113  0.035

=====

Density functional theory data (ωB97M-V/def2-TZVPD) for a structure of composition C11H34AgN8O5.

Properties
Charge   +1
Gap between HOMO and LUMO   5.6 eV

Last column: Löwdin charge in e.
CARTESIAN COORDINATES (ANGSTROEM)
Ag: 0.640 0.013 0.986  0.944
C: 6.395 -1.203 1.141  -0.054
C: 4.969 -0.924 0.540  -0.403
C: 4.802 -1.010 -0.964  -0.210
O: 3.920 0.032 -1.321  -0.215
C: 3.739 0.118 -2.732  -0.095
N: 4.090 -1.849 1.291  0.019
H: 6.412 -1.050 2.220  0.080
H: 7.085 -0.457 0.747  0.071
H: 6.794 -2.064 0.605  0.083
H: 4.691 0.098 0.799  0.126
H: 4.446 -1.974 -1.327  0.127
H: 5.698 -0.775 -1.540  0.128
H: 3.033 0.827 -3.164  0.091
H: 3.298 -0.846 -2.985  0.082
H: 4.693 0.173 -3.257  0.090
H: 4.252 -2.755 0.875  0.065
H: 4.442 -2.001 2.225  0.056
C: -4.004 3.329 -1.892  -0.051
C: -4.391 1.843 -1.985  -0.438
C: -3.988 1.042 -3.230  -0.155
O: -4.522 1.785 -4.439  -0.210
C: -4.303 1.166 -5.731  -0.098
N: -3.758 1.041 -0.913  0.013
H: -4.228 3.619 -0.865  0.068
H: -4.517 4.025 -2.555  0.084
H: -2.919 3.405 -1.965  0.076
H: -5.478 1.878 -1.909  0.133
H: -4.261 -0.012 -3.178  0.113
H: -2.904 0.928 -3.246  0.109
H: -5.004 0.339 -5.843  0.078
H: -3.273 0.810 -5.752  0.078
H: -4.491 1.831 -6.574  0.083
H: -4.089 1.479 -0.066  0.060
H: -4.281 0.186 -0.789  0.066
C: -0.650 -5.303 -2.236  -0.793
O: -0.339 -4.295 -1.621  -0.004
N: 0.217 -6.172 -2.588  0.170
N: -1.909 -5.684 -2.423  0.158
H: 1.175 -5.925 -2.385  0.129
H: -0.062 -7.027 -3.048  0.121
H: -2.120 -6.618 -2.745  0.105
H: -2.662 -5.188 -1.969  0.115
C: 0.309 5.295 3.577  -0.740
O: 0.669 4.342 2.857  -0.024
N: -0.877 5.392 4.088  0.160
N: 1.102 6.229 4.102  0.144
H: -1.059 6.224 4.631  0.115
H: -1.594 4.731 3.827  0.125
H: 2.083 5.991 4.149  0.113
H: 0.855 7.115 4.520  0.110
C: -1.439 -1.243 5.488  -0.880
O: -2.431 -0.579 5.566  0.064
N: -0.361 -0.954 6.092  0.161
N: -1.295 -2.269 4.740  0.167
H: -0.549 -0.340 6.872  0.128
H: 0.490 -1.472 6.260  0.119
H: -2.158 -2.592 4.327  0.130
H: -0.384 -2.704 4.715  0.115

=====

Density functional theory data (ωB97M-V/def2-TZVPD) for an isolated molecule of C2H3BrN2O4.

Properties
Gap between HOMO and LUMO (alpha / beta)   7.9 / 6.9 eV

Last column: Löwdin charge in e.
CARTESIAN COORDINATES (ANGSTROEM)
C: -0.848 0.513 -0.678  -0.118
C: 0.579 0.705 -0.491  -0.632
N: -0.909 -0.537 1.397  -0.163
N: 1.300 -0.473 -0.449  -0.445
O: 0.584 -1.516 -0.329  -0.027
O: 2.494 -0.511 -0.407  0.050
O: -1.624 -0.045 0.502  -0.011
O: 0.002 0.203 1.853  0.057
Br: 1.532 2.352 -0.547  0.801
H: -1.440 1.331 -1.036  0.120
H: -0.919 -0.469 -1.315  0.170
H: -0.752 -1.552 1.499  0.198

=====

Density functional theory data (ωB97M-V/def2-TZVPD) for a cluster of 2 separate species, C3H7NS in total.

Properties
SMILES string   [NH3+][S-].C#CC
Gap between HOMO and LUMO   7.8 eV

Last column: Löwdin charge in e.
CARTESIAN COORDINATES (ANGSTROEM)
N: -1.662 0.549 -0.707  -0.471
S: -3.063 0.720 0.330  0.173
H: -1.530 1.407 -1.393  0.136
H: -0.775 0.270 -0.147  0.021
H: -1.906 -0.207 -1.362  0.057
C: 0.577 0.818 1.350  0.112
C: 1.083 0.077 0.564  -0.230
C: 1.606 -1.085 -0.044  -0.098
H: 0.116 1.596 1.918  0.052
H: 1.762 -1.778 0.748  0.088
H: 1.186 -1.529 -0.917  0.080
H: 2.605 -0.837 -0.340  0.080

=====

Density functional theory data (ωB97M-V/def2-TZVPD) for a cluster of 6 separate species, C7H22O5 in total.

Properties
SMILES string   C=C/C=C(/C)CC.O.O.O.O.O
Gap between HOMO and LUMO   8.9 eV

Last column: Löwdin charge in e.
CARTESIAN COORDINATES (ANGSTROEM)
C: -1.004 2.295 -1.408  -0.011
C: -1.128 1.444 -0.393  -0.187
C: -1.860 0.148 -0.421  -0.108
C: -1.349 -1.053 -0.045  -0.285
C: -2.208 -2.232 -0.429  -0.043
C: -0.097 -1.097 0.823  -0.214
C: -0.133 -2.053 1.989  -0.098
H: -0.311 3.073 -1.615  0.047
H: -1.647 2.078 -2.234  0.057
H: -0.474 1.622 0.448  0.084
H: -2.851 0.198 -0.840  0.111
H: -3.254 -1.922 -0.222  0.094
H: -2.092 -3.009 0.369  0.072
H: -2.018 -2.603 -1.432  0.084
H: 0.200 -0.086 1.098  0.096
H: 0.594 -1.564 0.083  0.106
H: 0.738 -2.738 1.883  0.081
H: -0.976 -2.757 1.927  0.059
H: -0.152 -1.702 3.035  0.081
O: 2.075 -1.197 -1.873  -0.094
H: 1.438 -0.442 -1.926  0.000
H: 2.790 -0.662 -1.494  0.008
O: -3.004 0.494 2.442  -0.066
H: -2.379 0.262 1.734  -0.011
H: -3.046 1.452 2.293  0.041
O: 3.515 -0.028 0.439  -0.047
H: 3.933 -0.589 1.106  0.057
H: 2.653 -0.467 0.361  0.017
O: 2.706 3.021 -0.225  -0.039
H: 1.851 3.306 0.101  0.049
H: 3.246 2.472 0.349  0.042
O: 1.348 1.268 -1.727  -0.086
H: 1.862 2.072 -1.610  0.031
H: 1.035 0.998 -2.591  0.072

=====

Density functional theory data (ωB97M-V/def2-TZVPD) for a structure of composition C28H24GeNO4STc.

Properties
Charge   +2
Gap between HOMO and LUMO (alpha / beta)   6.5 / 6.5 eV

Last column: Löwdin charge in e.
CARTESIAN COORDINATES (ANGSTROEM)
Tc: -0.233 -0.092 0.058  1.099
N: -1.291 1.760 0.563  -0.065
C: -2.332 1.543 1.586  -0.101
C: -2.048 0.254 2.334  -0.520
O: -2.407 -0.049 3.421  0.188
O: -1.279 -0.621 1.582  -0.261
H: -0.579 2.407 0.894  0.118
H: -1.704 2.191 -0.257  0.104
H: -3.292 1.413 1.085  0.147
H: -2.412 2.382 2.273  0.148
O: -3.331 -1.548 -7.748  0.149
C: -3.447 -0.452 -6.978  -0.474
O: -4.234 0.409 -7.222  0.171
C: -2.551 -0.366 -5.765  -0.098
C: -2.234 -1.478 -4.992  0.006
C: -1.487 -1.337 -3.834  -0.077
C: -1.058 -0.062 -3.487  -0.573
S: -0.084 0.147 -2.033  0.743
C: -1.353 1.066 -4.251  -0.073
C: -2.121 0.904 -5.388  0.026
H: -2.564 -2.073 -7.497  0.112
H: -2.598 -2.460 -5.269  0.132
H: -1.255 -2.194 -3.218  0.092
H: -0.996 2.045 -3.961  0.116
H: -2.406 1.755 -5.992  0.141
C: 0.784 -1.515 0.499  -0.439
Ge: 1.585 -2.903 -0.579  1.248
C: 1.072 -2.088 1.845  -0.375
C: 0.305 -3.164 2.293  -0.044
C: 0.536 -3.677 3.562  -0.031
C: 1.527 -3.134 4.362  -0.032
C: 2.307 -2.077 3.897  -0.035
C: 2.088 -1.551 2.639  -0.037
C: 0.338 -4.102 -1.339  -0.313
C: 0.781 -5.125 -2.193  -0.087
C: -0.125 -6.025 -2.726  -0.042
C: -1.472 -5.920 -2.405  -0.026
C: -1.929 -4.907 -1.568  -0.046
C: -1.032 -3.995 -1.043  -0.124
C: 3.449 -3.141 -0.476  -0.313
C: 3.959 -4.447 -0.406  -0.090
C: 5.321 -4.646 -0.269  -0.043
C: 6.176 -3.555 -0.221  -0.026
C: 5.683 -2.256 -0.295  -0.045
C: 4.323 -2.046 -0.414  -0.100
H: -0.485 -3.581 1.680  0.108
H: -0.068 -4.497 3.927  0.123
H: 1.698 -3.528 5.354  0.122
H: 3.084 -1.662 4.525  0.122
H: 2.693 -0.730 2.275  0.119
H: 1.830 -5.212 -2.448  0.107
H: 0.214 -6.811 -3.386  0.124
H: -2.176 -6.634 -2.810  0.125
H: -2.981 -4.833 -1.328  0.123
H: -1.392 -3.198 -0.401  0.093
H: 3.300 -5.308 -0.433  0.107
H: 5.720 -5.649 -0.199  0.123
H: 7.242 -3.715 -0.124  0.125
H: 6.364 -1.418 -0.254  0.121
H: 3.945 -1.031 -0.467  0.106

=====

no.,molar mass (u),total energy (eV)
1,128.131,-12383.5340
2,466.312,-38106.9340
3,198.960,-83326.5701
4,89.163,-15546.2297
5,186.248,-17850.7815
6,641.180,-108637.3211